[1]
CH4INO2S | ωB97M-V/def2-TZVPD

## Properties
E in Eh: -941.4516
HOMO (spin up / spin down) in eV: -8.3 / -8.5
Gap between HOMO and LUMO (spin up / spin down) in eV: 6.13 / 7.17

The geometry in ORCA input format:
```
! RIJCOSX wB97M-V def2-TZVPD def2/J DEFGRID3
* xyz 0 1
C -2.99645 0.16454 1.10897
N 1.85457 0.19354 -1.47390
O 2.12975 0.49273 0.94476
O 0.44104 -1.09637 -0.02282
S 1.89525 -0.57426 -0.01370
I -1.65955 -0.19190 -0.38487
H -3.54836 -0.46876 1.77570
H -2.66409 0.98709 1.71375
H 2.72655 0.87465 -1.41811
H 1.82129 -0.38128 -2.22978
*
```

[2]
CH4INO2S | ωB97M-V/def2-TZVPD

## Properties
E in Eh: -941.5393
HOMO in eV: -10.1
Gap between HOMO and LUMO in eV: 8.86
SMILES: CNS(=O)(=O)I

The geometry in ORCA input format:
```
! RIJCOSX wB97M-V def2-TZVPD def2/J DEFGRID3
* xyz 0 1
C -0.99202 0.73577 -0.66200
N -0.50155 -0.51154 -0.49830
O 2.17455 -0.69919 0.06059
O 0.91497 0.84767 1.48349
S 1.02296 -0.36931 0.77860
I 0.69072 -2.15732 2.41230
H -1.66627 1.06514 0.06624
H -0.16671 1.50780 -0.93518
H -1.55272 0.60702 -1.58292
H 0.07607 -1.02604 -1.12281
*
```

[3]
CH4INOS | ωB97M-V/def2-TZVPD

## Properties
E in Eh: -866.2734
HOMO in eV: -8.5
Gap between HOMO and LUMO in eV: 8.46
SMILES: C=[NH+][O-].SI

The geometry in ORCA input format:
```
! RIJCOSX wB97M-V def2-TZVPD def2/J DEFGRID3
* xyz 0 1
C 1.99149 0.01748 0.37063
N 1.38375 -0.49297 -0.65325
O 0.24206 -0.04852 -0.94526
S -2.52374 0.85413 0.54053
I -4.71514 0.12266 0.86642
H 1.45405 0.68021 1.06735
H -2.55395 0.34151 -0.69868
H 2.91334 -0.33298 0.75301
H 1.80813 -1.14152 -1.30075
*
```

[4]
CH4INOS | ωB97M-V/def2-TZVPD

## Properties
E in Eh: -866.1616
⟨S²⟩: 2.059
HOMO (spin up / spin down) in eV: -8.3 / -9.8
Gap between HOMO and LUMO (spin up / spin down) in eV: 8.10 / 7.76

The geometry in ORCA input format:
```
! RIJCOSX wB97M-V def2-TZVPD def2/J DEFGRID3
* xyz 0 3
C 0.68424 -0.63830 -0.69671
N 0.20718 0.12525 1.52227
O -0.28863 2.13847 -0.60137
S -0.48734 0.31893 0.18664
I -2.77938 -0.59347 -0.17077
H 0.53569 -1.67713 -0.54347
H 0.77939 -0.26080 -1.67774
H 1.58331 -0.25827 -0.10552
H -0.23446 0.84532 2.08669
*
```

[5]
CH4INP2 | ωB97M-V/def2-TZVPD

## Properties
E in Eh: -1075.6166
HOMO in eV: -8.3
Gap between HOMO and LUMO in eV: 7.50

The geometry in ORCA input format:
```
! RIJCOSX wB97M-V def2-TZVPD def2/J DEFGRID3
* xyz 0 1
C -1.73905 -0.81493 -0.28667
N 0.56158 0.93618 -0.25355
P 2.03259 1.46333 0.15641
P 0.11459 -0.53976 -0.62111
I 3.54744 -0.27230 0.54292
H -2.09343 -1.62298 -1.03149
H -2.10320 0.19225 -0.46774
H -1.85437 -1.27890 0.62352
H 1.53384 1.93711 1.33770
*
```

[6]
CH4INP2 | ωB97M-V/def2-TZVPD

## Properties
E in Eh: -1075.6376
HOMO in eV: -8.8
Gap between HOMO and LUMO in eV: 8.15
SMILES: C/P=N/PI

The geometry in ORCA input format:
```
! RIJCOSX wB97M-V def2-TZVPD def2/J DEFGRID3
* xyz 0 1
C 1.80184 0.59299 -0.34241
N -0.56627 -0.59276 -0.11602
P -1.93308 -1.43304 -0.07526
P -0.09451 0.83959 -0.44781
I -3.83813 0.11151 0.27845
H 2.23628 1.23834 -1.15280
H 2.33964 -0.35175 -0.08475
H 1.82721 1.26307 0.58632
H -1.77298 -1.66794 1.35430
*
```

[7]
CH4INS | ωB97M-V/def2-TZVPD

## Properties
E in Eh: -790.9731
HOMO in eV: -9.2
Gap between HOMO and LUMO in eV: 7.76

The geometry in ORCA input format:
```
! RIJCOSX wB97M-V def2-TZVPD def2/J DEFGRID3
* xyz 0 1
C 0.61880 0.16802 1.22156
N -0.98166 -1.02341 -0.68380
S -1.34752 -0.10115 -1.84081
I 1.11533 2.13062 0.47054
H 1.46329 -0.37529 1.67796
H -0.29835 0.05070 1.78384
H -0.14356 -0.44127 0.28115
H -0.42634 -0.40822 -2.91045
*
```

[8]
CH4INS | ωB97M-V/def2-TZVPD

## Properties
E in Eh: -791.0263
HOMO (spin up / spin down) in eV: -8.6 / -8.6
Gap between HOMO and LUMO (spin up / spin down) in eV: 7.09 / 7.09

The geometry in ORCA input format:
```
! RIJCOSX wB97M-V def2-TZVPD def2/J DEFGRID3
* xyz 0 1
C 1.27390 -0.07029 0.20451
N -1.95447 -0.19753 -0.98823
S -1.35482 -1.25357 -0.11617
I -3.11134 1.47556 -0.22106
H 0.48641 -0.38699 -0.45431
H 2.07798 0.50799 -0.23708
H 0.88113 0.74228 0.84248
H 1.70122 -0.81745 0.96987
*
```

[9]
CH4IOPS | ωB97M-V/def2-TZVPD

## Properties
E in Eh: -1152.8828
HOMO (spin up / spin down) in eV: -8.4 / -7.6
Gap between HOMO and LUMO (spin up / spin down) in eV: 7.64 / 7.36

The geometry in ORCA input format:
```
! RIJCOSX wB97M-V def2-TZVPD def2/J DEFGRID3
* xyz 0 1
C 0.30757 -0.60267 -1.80620
O -1.28246 -0.71752 1.98369
P -0.29010 1.38148 0.31333
S 0.11583 0.17843 1.96035
I 1.87947 2.43958 0.41484
H 0.15818 0.04673 -2.64405
H -0.46497 -1.29835 -1.55152
H 1.31202 -0.81742 -1.49923
H -1.73555 -0.61026 2.82879
*
```

[10]
CH4InO | ωB97M-V/def2-TZVPD

## Properties
E in Eh: -304.1837
HOMO in eV: -27.8
Gap between HOMO and LUMO in eV: 4.74

The geometry in ORCA input format:
```
! RIJCOSX wB97M-V def2-TZVPD def2/J DEFGRID3
* xyz 3 1
In -11.60215 -0.57429 12.16719
C -13.97583 2.52822 11.74968
O -12.75426 2.12409 12.46206
H -14.36157 3.47350 12.13144
H -13.75824 2.67010 10.69108
H -14.79014 1.81118 11.85387
H -12.83583 2.63568 13.27028
*
```

[11]
CH4N2O | ωB97M-V/def2-TZVPD

## Properties
E in Eh: -225.2738
HOMO in eV: -10.3
Gap between HOMO and LUMO in eV: 11.05
SMILES: NC(N)=O

The geometry in ORCA input format:
```
! RIJCOSX wB97M-V def2-TZVPD def2/J DEFGRID3
* xyz 0 1
N -0.29223 1.22366 -0.34403
C 0.47609 -0.03363 -0.27372
N -0.19674 -1.06673 0.29164
O 1.61026 -0.05579 -0.67124
H 0.31880 1.81179 0.25826
H -1.07351 1.20868 0.31525
H -1.19609 -1.14169 0.22401
H 0.35343 -1.94628 0.19983
*
```

[12]
CH4N2O | ωB97M-V/def2-TZVPD

## Properties
E in Eh: -225.1255
HOMO in eV: -9.7
Gap between HOMO and LUMO in eV: 8.79

The geometry in ORCA input format:
```
! RIJCOSX wB97M-V def2-TZVPD def2/J DEFGRID3
* xyz 0 1
N 1.03838 -0.52197 -0.06628
C -0.18635 0.04180 0.22621
O -0.12266 1.30908 0.65911
N -0.96124 0.57697 -0.82750
H 1.15893 -1.49736 0.06021
H 1.78185 0.07485 -0.35271
H -0.78571 -0.67629 0.79812
H -1.92319 0.69292 -0.49716
*
```